(1)
The following is a quantum chemistry calculation of an isolated molecule of C23H30N6O, from OMol25.

```
60
C23H30N6O (the ωB97M-V functional and the def2-TZVPD basis)
O 6.43191 2.18253 -0.48136
N -4.10882 -0.60365 -1.97843
N -4.54772 -0.10609 -0.90121
N -3.01288 -1.31930 -1.76644
N -3.73452 -0.49052 0.08591
N 2.29152 -1.55786 -0.35106
N -0.51112 -0.95799 0.18369
C 4.40451 1.33921 -1.30534
C -2.76681 -1.25612 -0.47665
C -2.55689 3.30875 -1.29116
C -2.33182 2.30708 -0.36405
C 0.48941 -1.02571 1.22958
C -3.09972 2.22970 0.78968
C -4.31715 4.17921 0.08016
C 4.35909 -0.69538 0.54079
C -1.41581 -3.31408 -0.30687
C 5.41043 0.20183 0.53824
C 5.44562 1.23702 -0.38687
C 3.35206 0.44919 -1.29164
C 7.50911 2.10857 0.41625
C 3.29675 -0.59297 -0.36010
C -4.09499 3.17376 1.00338
C -3.90379 -0.03265 1.43283
C -2.61278 -4.20327 0.00957
C 1.30344 -1.60765 -1.40916
C -3.55107 4.24591 -1.07102
C 1.68783 -1.93818 0.90897
C 0.09061 -0.70953 -1.11620
C -1.62505 -1.89099 0.24543
C -2.90424 1.09072 1.75260
H -4.92748 0.34175 1.50458
H -3.51390 -3.81286 -0.45751
H 4.43388 2.14008 -2.02740
H 0.01768 -1.34276 2.16245
H 8.16133 2.94398 0.16553
H -5.09371 4.90887 0.25670
H -0.52031 -3.74651 0.14152
H -1.89689 -1.97172 1.30688
H -3.77390 -0.87441 2.12011
H -3.72988 5.02608 -1.79575
H 0.87751 -0.00690 1.36672
H 4.38449 -1.50607 1.25325
H 6.20183 0.07070 1.25981
H 1.36670 -2.98264 0.83368
H 0.42353 0.33601 -1.11625
H 7.17727 2.21018 1.45549
H -2.44432 -5.20792 -0.36971
H -1.28541 -3.25880 -1.38749
H 1.76295 -1.32631 -2.35602
H 8.06504 1.17130 0.30419
H 0.98053 -2.65031 -1.49330
H 2.56824 0.58259 -2.01993
H 2.41137 -1.86087 1.71855
H -0.66925 -0.83588 -1.88863
H -3.07452 1.41879 2.77919
H -1.95835 3.35339 -2.18881
H -4.69869 3.12058 1.89883
H -1.88873 0.70041 1.66559
H -1.55714 1.57391 -0.53630
H -2.77699 -4.26618 1.08454
```

## Properties
HOMO energy ... -7.219 eV
ΔE to the lowest compared entry with this formula, charge and spin ... 66.7 kcal per mole
Structure (SMILES) ... CC[C@H](c1nnnn1CCc1ccccc1)N1CCN(c2ccc(OC)cc2)CC1
Gap between HOMO and LUMO ... 0.2868 Eh

Results of the Mulliken charge analysis, in e, for atoms 1 through 4: number 1, O, carries -0.457; number 2, N, carries -0.825; number 3, N, carries -0.319; number 4, N, carries -0.138

---

(2)
The following is a quantum chemistry calculation of a structure of composition C23H31AlN4O4PS3, from OMol25.

```
67
C23H31AlN4O4PS3 (the ωB97M-V functional and the def2-TZVPD basis)
S -1.34402 3.24188 0.76399
S 0.64795 -0.97880 -3.30035
S 0.31820 1.12114 -1.23545
P -2.77051 -0.04009 0.97669
Al -0.47006 0.74634 0.74072
O -3.94480 1.00732 1.22580
O -2.79646 -0.94637 2.25453
O -3.26189 -0.96275 -0.22964
O 0.44523 1.00017 2.31155
N 0.34074 -1.03473 0.67164
N 0.47557 -1.53911 -0.60994
N -1.40053 4.30289 -1.75122
N 0.17577 5.16821 -0.47224
C 0.93131 -1.28555 3.01841
C 4.85514 -2.75346 -1.91648
C 1.38140 -0.24529 5.60742
C 1.18332 -2.14602 4.10525
C 1.21668 -3.22808 1.40574
C 0.46037 5.76296 -1.80589
C 0.85870 0.14712 3.25334
C 0.51251 -0.60375 -1.58751
C 3.47794 -2.77121 -1.97114
C -4.70642 1.62203 0.14395
C 1.34067 -1.63618 5.38114
C -2.52043 3.44651 -2.25376
C -3.45966 -2.41340 -0.18115
C 4.88499 -2.53803 -4.31114
C 3.48053 -2.53164 -4.33766
C -0.83572 4.25773 -0.51609
C 1.25627 -2.68279 -3.19709
C 5.58494 -2.61442 -3.11828
C 2.76130 -2.71298 -3.16310
C -0.68169 5.18087 -2.66878
C 1.17577 0.66001 4.56649
C -3.05567 -0.42682 3.59168
C 0.83077 -1.79976 1.68691
H -2.31778 2.38812 -2.07189
H -1.36326 5.92043 -3.09488
H -3.11438 -2.79532 0.79483
H -4.54472 -2.59581 -0.29358
H 1.13857 -3.21772 3.92326
H -4.32290 2.63371 0.00373
H 5.44730 -2.43767 -5.25935
H -3.25629 -1.31799 4.17767
H 1.57121 -2.28659 6.22369
H -4.58187 1.05486 -0.77254
H 0.84240 -3.15272 -2.30528
H -0.26542 4.58165 -3.48716
H 2.87143 -2.81338 -1.11358
H 2.93489 -2.36786 -5.24802
H -2.95288 -2.86245 -1.01403
H 0.66423 -3.90258 2.08454
H 0.81996 5.26188 0.31612
H -3.48367 3.74522 -1.77229
H 0.88573 -3.19358 -4.09953
H -5.74815 1.60495 0.47872
H -2.61753 3.68276 -3.32431
H 2.28758 -3.43264 1.63001
H 0.39789 6.86145 -1.76882
H 1.66195 0.04985 6.61683
H 1.41715 5.49928 -2.19635
H 5.34232 -2.81481 -0.94263
H 1.00388 -3.43883 0.35563
H 6.69032 -2.55745 -3.13751
H -2.14244 0.07327 3.97303
H 1.27716 1.76465 4.69261
H -3.89091 0.29137 3.55272
```

## Properties
HOMO energy ... -10.415 eV
ΔE to the lowest compared entry with this formula, charge and spin ... 0.0 kcal per mole
Gap between HOMO and LUMO ... 0.2770 Eh
Charge ... +1

Results of the Mulliken charge analysis, in e, for atoms 1 through 4: number 1, S, carries -0.300; number 2, S, carries -0.041; number 3, S, carries -0.275; number 4, P, carries 1.257

---

(3)
The following is a quantum chemistry calculation of a structure of composition C23H31CaCl2N5O2S, from OMol25.

```
65
C23H31CaCl2N5O2S (the ωB97M-V functional and the def2-TZVPD basis)
Ca 0.22549 -0.13758 0.02138
Cl -5.33422 2.86705 1.57803
Cl -2.56821 2.44385 0.67066
S -0.42381 0.57829 3.01684
O 1.57695 1.60325 -0.12276
O -1.17878 0.72912 -1.35067
N 0.67328 2.87571 2.17461
N -1.55382 -1.67086 0.30317
N 1.85286 -1.83898 0.99342
N -0.72286 3.00927 3.97640
N 1.38378 -0.78963 -1.88214
C -2.13843 0.23761 -2.04727
C 1.19755 -2.91331 1.77628
C -3.91055 -1.41463 -2.46269
C 1.93812 4.33411 -2.46850
C 1.79808 3.63041 -1.29216
C 2.22603 -3.03369 -1.27900
C 2.78428 -2.33699 -0.04473
C -4.31293 -0.75564 -3.60033
C 1.74613 1.54534 -2.53347
C -3.63493 0.41523 -3.96371
C -2.55135 -1.76723 -0.49250
C -2.59235 0.90387 -3.21572
C -1.41653 -2.58423 1.42018
C -0.12026 2.24467 3.03316
C -2.83408 -0.96583 -1.67483
C 1.68609 2.22479 -1.26566
C 1.64882 0.09405 -2.75768
C 1.99472 3.67806 -3.69583
C -3.61748 2.82730 2.02544
C 2.65952 -0.98214 1.88667
C 1.27825 -2.20575 -2.17337
C -0.15593 -3.46908 1.28490
C 1.90537 2.30156 -3.70241
H 1.90185 -3.75250 1.87670
H 1.48178 -2.40831 -3.23157
H 3.34542 -1.46577 -0.38375
H 2.03061 -0.57082 2.67412
H 3.50679 -3.01572 0.43532
H 2.01022 5.41543 -2.43179
H -1.34748 -2.00704 2.34866
H 0.24554 -2.51436 -1.97602
H -3.30644 -2.53838 -0.28444
H 1.73763 -3.97094 -1.00240
H 1.83345 -0.22456 -3.79263
H 3.10462 -3.31863 -1.86327
H -3.35577 3.80350 2.41369
H 2.10945 4.23006 -4.61864
H -5.14022 -1.12444 -4.19139
H -0.08028 -3.80773 0.24801
H -3.48623 2.06135 2.78100
H -4.43132 -2.31482 -2.14989
H 1.08109 2.40283 1.35141
H -2.30881 -3.21781 1.50439
H 1.94954 1.77015 -4.64789
H -2.07910 1.81800 -3.48874
H -3.94614 0.95624 -4.85105
H 0.68955 3.88279 2.16589
H 1.76823 4.15214 -0.34291
H -0.39965 3.94432 4.16165
H 3.08026 -0.15584 1.31291
H 1.03959 -2.51896 2.78338
H -0.33094 -4.36625 1.88607
H -1.19686 2.52335 4.71682
H 3.47565 -1.55682 2.34792
```

## Properties
HOMO energy ... -7.114 eV
ΔE to the lowest compared entry with this formula, charge and spin ... 7.0 kcal per mole
Gap between HOMO and LUMO ... 0.2725 Eh

Results of the Mulliken charge analysis, in e, for atoms 1 through 4: number 1, Ca, carries 1.737; number 2, Cl, carries -0.187; number 3, Cl, carries -0.023; number 4, S, carries -0.388